[1]
7
Properties=species:S:1:pos:R:3:forces:R:3 method="wB97M-V/def2-TZVPD" lumo_ev=4.589 total_charge=-1 smiles=[O-]NC(F)(F)F
O 0.009 0.776 -1.620 -1.37 1.07 0.80
N -0.241 0.991 -0.171 0.56 -2.69 -0.36
C 0.190 -0.312 0.264 2.01 1.74 0.75
F 0.470 -0.391 1.627 -0.99 0.43 0.61
F -0.578 -1.371 0.040 -1.15 -0.59 -0.38
F 1.381 -0.585 -0.230 1.22 -0.62 -0.69
H -1.232 0.891 0.090 -0.28 0.66 -0.73

***

[2]
8
Properties=species:S:1:pos:R:3:forces:R:3 method="wB97M-V/def2-TZVPD" lumo_ev=0.638 total_charge=0
C -1.480 0.352 -0.289 3.44 -3.62 -2.06
F -2.377 -0.627 0.109 -0.13 1.03 0.57
Si 0.812 -0.513 0.113 -4.09 2.21 -1.45
H -1.512 0.324 -1.424 0.12 0.61 1.48
H -1.413 1.295 0.180 -0.95 0.80 0.75
H 0.961 -1.276 1.268 0.25 -0.81 1.56
H 1.392 0.805 0.083 0.83 0.36 0.05
H 0.926 -1.297 -1.067 0.53 -0.57 -0.87

***

[3]
73
Properties=species:S:1:pos:R:3:forces:R:3 method="wB97M-V/def2-TZVPD" s2=0.753 lumo_ev="0.450 / 0.504" multiplicity=2 total_charge=-1
Sn 0.116 0.710 -5.356 0.29 -0.08 2.05
K -4.254 -0.588 2.011 1.05 0.50 -0.19
B -3.455 5.379 -0.862 0.02 0.02 0.02
H -4.211 5.698 -0.161 -3.17 1.41 2.89
H -2.833 6.212 -1.151 2.48 3.46 -1.22
H -2.840 4.642 -0.371 2.56 -3.04 2.04
H -3.926 4.933 -1.724 -1.90 -1.81 -3.57
C -0.534 -1.009 -0.613 0.98 1.02 -1.60
C -1.173 -0.466 0.491 -1.70 -2.32 1.10
C -1.670 0.985 0.428 -0.34 3.34 2.93
O -2.119 1.618 1.475 -0.11 -3.05 -0.41
C -1.510 1.833 -0.652 2.29 -1.94 -3.49
C -0.745 1.348 -1.789 -0.19 -0.54 0.53
C -0.191 -0.230 -1.775 -0.86 1.08 1.12
O 0.487 -0.641 -2.741 -0.47 0.22 -0.58
O -0.409 2.038 -2.779 -0.06 -1.05 -0.55
O -1.504 -1.287 1.457 0.00 2.42 -1.17
H -0.282 -2.059 -0.573 0.15 -0.05 0.02
H -1.742 2.887 -0.661 -0.44 0.01 0.35
C -0.454 1.172 4.820 -0.05 0.49 0.62
S 0.490 -0.165 5.730 -0.92 0.21 0.34
O -0.182 -0.407 7.078 0.50 0.19 -1.83
C 0.013 -1.509 4.560 -0.87 0.35 -0.09
H -0.432 2.134 5.333 0.47 -0.30 0.95
H -1.526 0.979 4.783 0.15 -0.59 -0.40
H -0.028 1.498 3.871 -0.02 -0.97 -0.38
H 0.337 -1.272 3.547 0.32 0.13 0.09
H -1.073 -1.524 4.477 -0.11 0.12 0.20
H 0.306 -2.522 4.838 0.47 0.34 0.37
C 2.217 -4.124 -6.414 -0.30 -0.39 0.12
S 3.032 -2.592 -6.007 -0.93 1.77 0.96
O 2.187 -1.423 -6.502 0.29 -0.70 0.18
C 2.718 -2.626 -4.188 0.21 -0.74 -0.61
H 2.609 -4.852 -5.703 0.40 -0.28 -0.42
H 2.452 -4.325 -7.459 0.15 -0.27 0.19
H 1.138 -4.194 -6.279 -0.04 0.72 0.05
H 3.197 -3.540 -3.835 -0.08 -0.11 0.14
H 1.638 -2.681 -4.056 0.06 0.16 0.10
H 3.154 -1.795 -3.633 -0.09 0.20 -0.52
C -0.898 -4.011 -2.381 1.72 0.52 -0.68
S -0.615 -4.925 -3.957 -2.44 -2.16 1.94
O -0.788 -6.406 -3.566 0.73 1.81 -0.80
C -2.296 -4.424 -4.584 0.54 -0.03 0.53
H 0.063 -3.882 -1.883 0.15 -0.45 0.08
H -1.583 -4.516 -1.699 -0.25 0.08 -0.52
H -1.097 -2.983 -2.683 -0.69 0.02 0.22
H -2.894 -4.151 -3.715 0.16 0.30 -0.08
H -2.840 -5.266 -5.014 0.62 0.02 -0.53
H -2.094 -3.572 -5.232 -0.54 -0.08 -0.18
O -1.875 6.005 6.044 -0.60 0.79 1.28
C -1.737 5.925 4.871 0.83 -1.25 -1.52
O -2.587 6.393 3.930 -0.88 1.21 3.48
C -2.443 5.843 2.679 0.44 -0.91 -0.85
C -1.200 4.947 2.806 -0.17 -0.63 -1.59
C -0.587 5.165 4.184 -0.75 1.03 -1.21
H -2.321 6.686 1.999 -0.04 -0.40 -0.36
H -3.320 5.253 2.414 -0.05 0.30 -0.15
H -0.701 5.258 1.888 1.14 -0.51 0.41
H -1.443 3.890 2.693 -0.24 0.07 -0.26
H 0.260 5.845 4.091 0.19 -0.12 0.46
H -0.336 4.238 4.699 0.05 0.37 0.06
O 6.301 -1.173 0.833 -2.10 -0.82 -0.10
C 5.086 -1.343 0.888 1.85 2.27 0.49
O 4.246 -0.698 0.091 -0.75 1.31 -2.30
C 2.845 -1.021 0.269 -0.11 -0.63 0.61
C 2.936 -2.181 1.237 -0.98 -0.60 0.44
C 4.247 -1.998 1.906 1.64 -1.57 0.56
H 2.342 -1.324 -0.650 0.59 0.17 -0.32
H 2.200 -0.238 0.670 0.76 0.66 0.03
H 2.927 -3.093 0.640 -0.17 -0.26 0.38
H 2.180 -2.176 2.022 -0.47 -0.27 -0.54
H 4.816 -2.911 2.083 -0.47 -0.28 0.72
H 4.208 -1.393 2.812 0.12 0.03 -0.05

***

We obtain largest force on an atom values of 2.77; 5.41; 4.60 eV/Å for the records listed above, in that order.